{"formula": "C9H18BBrF4NO3PS", "method": "ωB97M-V/def2-TZVPD", "species": ["C", "C", "C", "C", "C", "Br", "P", "O", "O", "S", "C", "C", "C", "C", "N", "O", "H", "H", "H", "H", "H", "H", "H", "H", "H", "H", "H", "H", "H", "H", "H", "H", "H", "H", "B", "F", "F", "F", "F"], "coordinates": [[-0.487, -1.878, 1.123], [-0.410, -0.837, 0.007], [-0.465, -1.610, -1.340], [-1.581, 0.174, 0.091], [-1.282, 1.545, 0.726], [-1.218, 1.367, 2.662], [-2.690, 2.692, 0.323], [-3.937, 1.689, 0.151], [-2.428, 3.131, -1.214], [-3.013, 4.196, 1.465], [0.042, 2.182, 0.227], [0.976, 1.213, -0.522], [2.429, 1.700, -0.403], [0.605, 1.152, -2.009], [0.895, -0.117, 0.121], [1.411, -0.101, 1.290], [0.431, -2.465, 1.108], [-0.630, -1.434, 2.103], [-1.298, -2.572, 0.903], [-1.103, -1.121, -2.074], [0.538, -1.668, -1.760], [-0.794, -2.631, -1.180], [-2.386, -0.291, 0.657], [-1.998, 0.361, -0.901], [-4.489, 2.013, -0.563], [-1.937, 2.442, -1.680], [-0.151, 3.020, -0.443], [0.558, 2.604, 1.084], [2.661, 2.408, -1.197], [3.097, 0.845, -0.488], [2.612, 2.171, 0.557], [-0.470, 1.089, -2.186], [1.062, 0.290, -2.487], [0.969, 2.050, -2.505], [2.902, -4.723, 1.676], [2.864, -5.071, 3.037], [3.301, -5.835, 0.910], [1.608, -4.318, 1.261], [3.802, -3.662, 1.475]], "charge": -1, "fmax_ev_per_a": 0.94, "multiplicity": 2, "homo_energy_ev": [-6.20, -7.34], "gap_ev": [8.036, 9.174], "s2": 0.754, "total_energy_ha": -4372.41327}

{"formula": "C2H2Cl2S", "method": "ωB97M-V/def2-TZVPD", "species": ["C", "C", "S", "Cl", "Cl", "H", "H"], "coordinates": [[-0.781, 1.336, -0.108], [1.109, -1.233, 0.550], [-1.943, 1.308, -1.210], [0.056, -2.520, 0.780], [2.293, -1.580, -0.601], [-0.588, 2.220, 0.491], [-0.146, 0.469, 0.098]], "fmax_ev_per_a": 0.63, "multiplicity": 1, "homo_energy_ev": -8.70, "gap_ev": 7.423, "e_above_lowest_ev": 3.429, "total_energy_ha": -1395.82986}